(1)
{"formula": "C19H18F3N2O2PRuSe2", "method": "wB97M-V/def2-TZVPD", "e_homo_ha": [-0.5622, -0.5609], "s2": 6.032, "total_charge": 2, "lumo_ev": [-8.77, -9.63], "multiplicity": 5, "e_tot_ha": -6532.9063, "e_above_lowest_kcal_mol": 3.5, "gap_ev": [6.53, 5.63], "symbols": ["Ru", "Se", "P", "Se", "C", "C", "C", "C", "C", "C", "C", "C", "C", "C", "C", "C", "H", "H", "H", "H", "H", "H", "H", "H", "H", "H", "F", "C", "F", "F", "C", "O", "O", "C", "C", "C", "C", "N", "N", "C", "H", "H", "H", "H", "H", "H", "H", "H"], "xyz": [[-0.62, 0.88, -0.61], [1.27, 0.20, -1.55], [1.28, -0.73, 0.46], [-0.61, -0.20, 1.53], [1.43, -2.53, 0.29], [2.70, -3.11, 0.07], [2.78, -4.45, -0.17], [1.62, -5.24, -0.11], [0.39, -4.66, 0.15], [0.28, -3.28, 0.34], [2.65, -0.27, 1.54], [3.63, 0.63, 1.12], [4.58, 1.04, 2.06], [4.54, 0.56, 3.36], [3.54, -0.36, 3.76], [2.60, -0.78, 2.83], [3.60, -2.47, 0.05], [3.74, -4.93, -0.42], [1.71, -6.31, -0.30], [-0.50, -5.27, 0.16], [-0.70, -2.79, 0.49], [3.65, 1.02, 0.08], [5.39, 1.75, 1.80], [5.30, 0.91, 4.06], [3.49, -0.72, 4.78], [1.83, -1.54, 3.11], [1.31, 5.60, -0.39], [0.66, 4.95, -1.39], [-0.44, 5.71, -1.66], [1.44, 5.00, -2.49], [0.28, 3.48, -0.93], [0.79, 3.00, 0.09], [-0.57, 2.79, -1.65], [-5.29, -1.20, -2.48], [-4.51, -0.09, -1.82], [-4.85, 1.16, -1.32], [-3.67, 1.79, -0.84], [-2.60, 0.91, -1.02], [-3.16, -0.24, -1.61], [-3.57, 3.15, -0.19], [-6.36, -1.04, -2.35], [-5.00, -2.15, -2.03], [-5.08, -1.21, -3.54], [-5.82, 1.61, -1.32], [-2.55, -1.01, -1.86], [-4.50, 3.68, -0.39], [-2.69, 3.71, -0.56], [-3.41, 3.03, 0.89]]}

(2)
{"formula": "C19H18N2O3S", "method": "wB97M-V/def2-TZVPD", "e_homo_ha": -0.3070, "smiles": "O=S(=O)(NCc1ccccc1)c1ccc(-c2cnc(C3CC3)o2)cc1", "lumo_ev": 0.01, "e_tot_ha": -1468.2058, "e_above_lowest_kcal_mol": 48.2, "gap_ev": 8.37, "symbols": ["O", "S", "O", "N", "C", "C", "C", "C", "C", "C", "C", "C", "C", "C", "C", "C", "C", "N", "C", "C", "C", "C", "O", "C", "C", "H", "H", "H", "H", "H", "H", "H", "H", "H", "H", "H", "H", "H", "H", "H", "H", "H", "H"], "xyz": [[3.09, -0.81, -2.27], [2.23, 0.26, -2.67], [1.92, 0.41, -4.06], [2.91, 1.73, -2.24], [2.79, 2.21, -0.88], [3.18, 1.13, 0.10], [2.35, 0.80, 1.16], [2.71, -0.20, 2.04], [3.91, -0.88, 1.87], [4.74, -0.55, 0.82], [4.38, 0.46, -0.06], [0.71, 0.15, -1.73], [0.59, -0.81, -0.75], [-0.58, -0.88, 0.00], [-1.61, 0.03, -0.23], [-2.82, -0.03, 0.56], [-3.98, 0.69, 0.55], [-4.81, 0.21, 1.52], [-4.16, -0.77, 2.07], [-4.62, -1.62, 3.16], [-5.51, -1.01, 4.23], [-6.09, -1.96, 3.24], [-2.95, -0.97, 1.54], [-1.47, 1.00, -1.24], [-0.31, 1.05, -1.98], [2.67, 2.42, -2.93], [1.77, 2.55, -0.65], [3.46, 3.07, -0.77], [1.41, 1.32, 1.29], [2.06, -0.45, 2.87], [4.18, -1.67, 2.55], [5.67, -1.08, 0.68], [5.03, 0.72, -0.89], [1.40, -1.50, -0.59], [-0.69, -1.63, 0.76], [-4.28, 1.51, -0.06], [-3.90, -2.37, 3.46], [-5.75, 0.04, 4.11], [-5.36, -1.33, 5.24], [-6.72, -1.56, 2.47], [-6.36, -2.96, 3.57], [-2.27, 1.69, -1.42], [-0.19, 1.78, -2.77]]}

(3)
{"formula": "C19H18N2O5S", "method": "wB97M-V/def2-TZVPD", "e_homo_ha": -0.3216, "smiles": "COC(=O)c1c(CSc2cccc(C)c2)noc1C(=O)NCc1ccco1", "lumo_ev": 0.07, "e_tot_ha": -1618.6893, "e_above_lowest_kcal_mol": 56.5, "gap_ev": 8.82, "symbols": ["C", "O", "C", "O", "C", "C", "C", "S", "C", "C", "C", "C", "C", "C", "C", "N", "O", "C", "C", "O", "N", "C", "C", "C", "C", "C", "O", "H", "H", "H", "H", "H", "H", "H", "H", "H", "H", "H", "H", "H", "H", "H", "H", "H", "H"], "xyz": [[-2.34, -4.00, 1.13], [-1.87, -3.01, 0.22], [-2.36, -1.78, 0.34], [-3.26, -1.45, 1.08], [-1.69, -0.87, -0.61], [-2.29, 0.19, -1.36], [-3.63, 0.76, -1.15], [-3.48, 2.29, -0.10], [-1.89, 1.96, 0.67], [-1.81, 1.15, 1.79], [-0.56, 0.80, 2.27], [0.58, 1.25, 1.64], [0.50, 2.09, 0.54], [1.73, 2.59, -0.16], [-0.75, 2.45, 0.06], [-1.42, 0.70, -2.19], [-0.24, 0.06, -2.00], [-0.38, -0.88, -1.05], [0.82, -1.58, -0.52], [0.79, -2.30, 0.45], [1.94, -1.29, -1.23], [3.25, -1.74, -0.80], [4.08, -0.61, -0.28], [4.93, 0.25, -0.91], [5.40, 1.15, 0.08], [4.79, 0.77, 1.23], [3.99, -0.29, 1.03], [-3.18, -3.62, 1.71], [-2.65, -4.87, 0.54], [-1.51, -4.28, 1.78], [-4.08, 1.09, -2.07], [-4.27, 0.06, -0.61], [-2.71, 0.79, 2.26], [-0.48, 0.15, 3.13], [1.55, 0.94, 2.01], [1.67, 2.40, -1.23], [2.63, 2.12, 0.23], [1.82, 3.67, -0.02], [-0.84, 3.08, -0.81], [1.89, -0.61, -1.97], [3.08, -2.47, 0.00], [3.76, -2.22, -1.63], [5.20, 0.24, -1.95], [6.08, 1.96, -0.06], [4.85, 1.15, 2.23]]}

Question: Which formula does entry 2 have?
Answer: C19H18N2O3S